No. 1
This record from OMol25 describes a molecular structure, C34H55MnN4OP2S in a non-equilibrium geometry. The level of theory is wB97M-V/def2-TZVPD.

Its net charge is +1. The expectation value of S² is 8.781. The largest force on an atom comes out at 9.00 eV/Å. Its spin multiplicity is 6. The HOMO-LUMO gap (alpha / beta) is 5.95 / 5.56 eV. Its HOMO energy (alpha / beta) is -0.3193 / -0.3187 hartree. Its LUMO energy (alpha / beta) is -2.74 / -3.12 eV.

Geometry as XYZ:
```
98
Properties=species:S:1:pos:R:3:lowdin_charge:R:1
H 3.0603 -0.8229 -1.9272 0.0154
H 2.0507 2.9024 -3.8177 0.0969
C -3.6466 -1.0425 -0.2986 -0.6477
H 2.6570 -5.7198 0.8019 0.0862
H -3.8128 4.3063 -5.8681 0.1139
C -2.7727 -2.6320 2.8680 -0.1071
H -4.8906 5.4556 -3.9196 0.1148
N 1.8181 -3.8850 0.1840 -0.0187
P -2.5109 -0.3603 1.1589 1.1066
C 2.0651 2.0889 -3.0775 -0.0956
C 1.4753 -3.5081 -1.0689 -0.7236
C -1.3087 1.6462 -3.0183 -0.0245
H 1.2292 4.2610 -0.4784 0.0850
C -4.4803 -0.7854 3.1803 -0.0822
C 0.0932 -0.9763 0.7583 -0.4075
H -3.7643 1.6186 2.1049 0.0732
H -3.4759 -3.1839 2.2412 0.0484
H 2.5126 1.6897 1.9969 0.0951
H 1.1412 1.5191 -3.1876 0.0308
C 1.1072 3.7521 -1.4443 -0.0833
C -4.2146 4.6160 -3.7575 -0.0434
H -4.5225 -0.2297 4.1291 0.0863
C -4.3637 -2.3257 0.1351 -0.1030
H 1.3901 4.2075 2.9684 0.1095
C -2.7704 1.3042 1.7549 -0.2827
N 1.6784 -4.3761 -2.0834 -0.0467
C -2.9976 3.2062 -2.2126 -0.0244
H 1.5123 -3.2598 0.9329 0.0928
H -2.8976 3.6945 2.9111 0.1106
H 2.6681 -1.4184 0.5386 0.0196
S 0.8149 -1.9666 -1.4815 0.7305
H -2.1063 2.5137 -5.4530 0.1237
C 1.6297 -5.8304 -1.9359 -0.0652
C -2.0606 -0.5145 3.9133 -0.0946
H 5.6595 0.5753 0.4908 0.0943
H -5.0666 -1.7073 3.3237 0.0839
H -4.1655 0.9217 -1.1297 0.0559
H -5.0026 -0.1721 2.4322 0.0584
C -4.6547 0.0276 -0.7183 -0.0916
H -2.7412 2.9235 -1.1828 0.1112
H 4.3905 -1.2613 0.9527 0.0966
C 2.9787 -4.7235 0.4770 -0.0607
H 1.1645 4.5151 -2.2355 0.0975
C 0.4816 3.7353 2.6127 -0.0673
H 4.2543 0.4526 -2.3184 0.0655
H 5.1928 1.9224 -0.5467 0.0584
C -3.9496 4.2013 -2.4407 -0.0457
C 1.9939 2.2944 1.2287 -0.2535
H -4.9864 -2.6810 -0.7019 0.0941
C -1.7248 2.2515 1.8326 -0.3604
H 1.0039 -6.2357 -2.7364 0.0943
H 3.6367 -4.8193 -0.3948 0.0941
H 2.5978 3.2093 1.1119 0.0865
C -2.7825 -1.4378 -1.5069 -0.1274
H -1.7515 -2.8748 2.5556 0.0714
H 3.5475 -4.2667 1.2939 0.0932
N -0.7516 1.0137 -2.1610 0.1224
C -2.9991 -1.1182 2.8470 -0.6568
H -2.2824 0.5380 4.1129 0.0749
C 0.6053 2.6851 1.7156 -0.3422
H 4.6054 1.8509 1.1340 0.0800
H -5.3111 0.3330 0.1073 0.0780
H -0.8823 5.0322 3.6423 0.1122
C 3.5695 3.4349 -1.6383 -0.0890
C 2.2147 2.7105 -1.6791 -0.6627
H 4.3848 2.8225 -2.0445 0.0721
H -5.0179 -2.1809 1.0035 0.0732
C 3.9337 -0.2685 -1.5573 -0.1047
Mn -0.2805 0.5595 -0.1447 0.4392
H 1.3593 -4.0027 -2.9787 0.1167
H -2.1877 -1.0715 4.8542 0.0925
H -1.9941 -2.1575 -1.2443 0.0390
H 3.4941 4.3196 -2.2898 0.0950
H 2.6371 -6.2476 -2.0425 0.0870
H -5.2973 -0.3925 -1.5101 0.0926
P 2.0145 1.3567 -0.3682 1.0917
H 4.7524 -0.9925 -1.4281 0.0956
C 4.8299 1.2547 0.2400 -0.0809
N -0.4702 2.0041 1.2616 -0.0171
C 3.4429 -0.7075 0.8467 -0.1023
H -2.9185 -2.9695 3.9042 0.0904
H 1.2077 -6.1168 -0.9678 0.0887
C -2.6368 2.9943 -4.6307 -0.0230
C -3.5825 3.9966 -4.8502 -0.0523
H 3.8389 3.7932 -0.6374 0.0806
H 3.1807 -0.3058 1.8335 0.0829
H -1.0138 -0.6045 3.5967 0.0706
H -3.4268 -1.8955 -2.2739 0.0965
H -3.6409 -3.1244 0.3482 0.0753
H 2.9018 1.4321 -3.3360 0.0643
O 0.4653 -1.6594 1.6689 -0.0168
C -0.7855 4.1581 3.0033 -0.0639
H -2.2918 -0.5760 -1.9646 0.0242
C -2.3356 2.6125 -3.3177 -0.2145
C -1.8903 3.4345 2.5986 -0.0454
H -4.4348 4.6702 -1.5857 0.1172
H 0.1091 3.3006 -1.4851 0.0472
C 3.6346 0.3924 -0.2068 -0.6667
```



No. 2
This record from OMol25 describes 3 unconnected molecules or ions with the total composition C34H56BF20N5O5P in a non-equilibrium geometry. The level of theory is wB97M-V/def2-TZVPD.

Its net charge is +1. The largest force on an atom comes out at 4.52 eV/Å. The HOMO-LUMO gap is 7.75 eV. Its HOMO energy is -0.4180 hartree. Its LUMO energy is -3.62 eV.

Geometry as XYZ:
```
122
Properties=species:S:1:pos:R:3:lowdin_charge:R:1
C 0.2549 3.9854 -4.8652 -0.1832
H -4.8779 2.0046 -0.6840 0.0685
C 4.3082 1.7235 -0.2099 -0.2114
F -2.4198 -4.8972 3.7813 0.1059
O 2.2752 2.2172 3.1179 -0.2229
N -2.2722 -0.9261 -1.9868 -0.0829
H 1.8872 1.0350 1.3919 0.1063
H 1.9196 -4.5024 -5.2755 0.0849
C 2.0794 2.5753 -3.4802 -0.1766
H 2.5781 0.6641 -1.0674 0.0963
C -3.7882 -1.7969 0.3406 -0.1348
H -0.4385 -2.1018 -0.5108 -0.0244
H -5.1713 -3.4259 -1.8433 0.0702
H -1.8573 1.4262 -3.2835 0.1151
F 7.0132 -0.6496 7.1764 0.1025
C -3.4787 -0.1812 -1.5441 -0.2778
H 1.5238 -2.1458 -5.3186 0.1377
O -0.2425 -0.2161 -5.1679 0.1035
C -2.2307 -0.7656 -3.4652 -0.1729
F 5.4632 1.0104 8.7151 0.1302
F 0.3321 -1.6003 7.4248 0.1506
H -0.6205 4.6573 -4.5859 0.1056
H 3.4475 0.6691 2.3250 0.1287
C 4.7646 1.7006 7.7848 -0.4340
H -5.7472 0.5577 -2.9849 0.1368
F -4.4145 -3.7980 -4.1527 0.0345
H 3.4523 1.1112 6.1107 0.1389
H -4.5267 -4.9308 -0.6926 0.0886
H -0.1160 -4.2139 5.3148 0.1478
H 6.2060 -2.4566 7.1404 0.1761
H -1.6541 -4.6697 5.9596 0.1519
F -2.2411 -3.9612 -4.6199 0.0506
H -0.2211 -4.0051 2.7067 0.1795
F 4.0070 2.6010 8.4758 0.1048
N -0.0936 -1.1697 -0.2480 -0.2512
C 2.5556 2.7288 -1.9625 -0.2037
H 1.1983 4.5992 -5.0318 0.1128
C 1.0323 -4.2404 -4.6276 -0.0538
C 0.6209 -2.7307 -4.9682 -0.2041
F 7.1312 -1.9543 5.4470 0.0976
H -0.6195 -0.4589 -6.0405 0.1272
H 0.8516 3.2118 1.9636 0.0894
H 5.1786 2.3475 -0.5898 0.1120
C 3.6129 2.4863 1.0016 -0.1730
C -1.8706 -3.6869 4.0912 -0.4319
C 0.5182 2.9652 -3.6443 -0.2174
H -5.5855 -3.1889 1.1098 0.1154
H -6.4011 1.4466 -1.1089 0.0701
C 3.3462 1.4219 -1.4448 -0.2049
H 0.2435 1.6255 2.6627 0.0815
H -2.5695 0.7186 -5.8373 0.1103
C -0.2912 -1.7078 6.2303 -0.5095
H -1.6825 0.7330 -0.0784 0.0438
H 2.7098 3.1422 -4.2251 0.1117
H -1.8687 2.2511 -7.2256 0.1143
C -4.8449 -2.9871 0.2736 -0.1096
H -3.8295 -1.4180 1.4177 0.1417
C 4.9918 -1.0724 5.9819 -0.5134
C -3.1556 -3.2543 -3.8148 -0.1722
H -2.9176 -3.3721 -2.7215 0.1556
N -4.1544 -0.6101 -0.5033 0.1354
H -0.1940 -2.7707 -5.7546 0.1188
H 2.1841 1.4680 -3.7357 0.1020
C -0.1582 3.1028 -6.1271 -0.2075
H 1.2835 -4.2475 -3.5168 0.0938
F 6.5235 1.7123 6.1552 0.0953
H -0.2018 0.7287 -1.8656 0.0349
H -0.0078 1.9974 -3.9323 0.0551
C -3.1843 -1.7322 -4.3248 -0.2624
C 3.7781 0.7387 7.0844 -0.0364
H 1.6691 2.8833 -1.2681 0.0910
H 2.9411 3.3389 0.6541 0.1009
F -4.5289 -1.3296 -4.2832 0.0831
C 5.7043 2.4974 6.8760 -0.3025
N -5.5970 2.0006 -1.4145 0.0139
F 0.6637 -2.0481 5.3487 0.1417
O -1.2151 -2.7626 6.3668 0.0370
H -2.7372 -2.1549 0.1816 0.0845
H -5.1193 2.2337 -3.4545 0.1342
F -1.6784 -0.4576 4.7369 0.0848
H -1.9725 4.0376 -6.9665 0.1200
F -0.4214 -2.0704 3.0864 0.0948
H -4.2111 1.1943 -5.2677 0.1231
O 4.1530 -0.6471 7.0290 0.0311
C 0.8940 2.5322 2.8791 -0.1410
F -2.9138 -2.8373 4.2574 0.1190
H -1.6677 -0.0801 6.6830 0.1775
C -1.7173 3.0599 -6.4380 -0.1852
H 3.2419 3.6243 -1.9044 0.1158
P -1.0081 -0.1115 -1.0319 0.8133
H 0.3334 3.5915 -7.0375 0.1154
C -3.1073 1.2780 -5.0038 -0.1087
F -0.0669 0.6116 5.7186 0.0942
H -2.2329 3.2369 -4.2012 0.1004
O 0.0099 -2.1874 -3.7467 0.0208
C -4.8409 -3.8606 -0.8495 0.0161
H -3.6082 3.3912 -5.3712 0.1147
C 2.7704 1.5003 1.9469 -0.2088
F -1.7595 -3.1478 1.7795 0.0483
H 5.1402 3.1365 6.1907 0.1734
H 4.7748 0.7814 0.2302 0.1147
C 6.3427 -1.5917 6.4869 -0.2813
C -2.6390 2.8186 -5.1675 -0.1701
F -2.7690 -1.7791 -5.6768 0.0894
C -0.9782 -0.3761 5.8890 -0.2708
F 6.5052 3.2989 7.6226 0.0941
B -0.7749 -1.0578 -4.1446 -0.5383
H 0.1611 -4.9217 -4.8446 0.0718
C -5.0530 1.4002 -2.6915 -0.1823
H 0.3319 2.0915 -6.0211 0.0936
F 5.1128 -0.0955 5.0665 0.1372
H 4.4443 2.9475 1.6327 0.1211
C -1.0007 -3.2654 2.9060 -0.2882
H 0.4065 3.0953 3.7311 0.0966
H 3.9706 0.9473 -2.2648 0.1114
F 4.3349 -2.0807 5.3644 0.1372
H 0.0636 3.3533 -2.6843 0.1002
H -5.0074 -0.1101 -0.2116 0.1587
N -3.6658 0.9479 -2.4113 0.0304
C -2.7327 0.7428 -3.5600 -0.2002
C -1.1401 -3.8565 5.4411 -0.0356
H 2.8713 0.7385 7.6946 0.1449
```



No. 3
This record from OMol25 describes a molecular structure, C34H56Ge2N2ScSe2Si2Te in a non-equilibrium geometry. The level of theory is wB97M-V/def2-TZVPD.

Its net charge is +3. The largest force on an atom comes out at 1.48 eV/Å. The HOMO-LUMO gap is 5.33 eV. Its HOMO energy is -0.5589 hartree. Its LUMO energy is -9.88 eV.

Geometry as XYZ:
```
100
Properties=species:S:1:pos:R:3:lowdin_charge:R:1
H 1.9286 0.4529 -4.8183 0.0871
C 2.4300 2.4627 2.6974 -0.5245
Se -2.1245 -0.6483 4.1828 0.8079
H 3.3378 6.5216 -1.9714 0.0472
H 5.7393 2.0683 2.9747 0.0445
C 5.1794 1.1311 3.0129 -0.1735
H 3.3320 -1.0939 4.3155 0.0479
C 1.6112 3.3459 -0.2599 -0.5311
C -0.7200 -3.1131 4.2211 -0.0569
C 2.6496 -0.3286 3.9399 -0.1775
C -2.5823 2.5812 0.1658 -0.1025
H -4.7373 -3.2053 0.0117 0.0743
H -5.4246 -1.5712 -0.0191 0.0785
C -2.8669 -5.1995 -4.7380 -0.0412
H 2.3025 -0.6592 2.9537 -0.0150
C -2.0248 -4.3245 -4.0766 -0.0126
H 2.6249 -0.6579 -3.6429 0.0688
H 1.0375 3.9588 0.4363 0.0166
H 3.6234 -3.2119 -0.8327 0.0928
C -2.5285 -3.4949 -3.0681 -0.2519
C 3.7643 3.1479 -2.3608 -0.1749
C -1.6744 -2.5676 -2.3285 -0.3440
N -1.8963 1.8731 1.0775 -0.0748
H -4.5484 4.4641 2.1626 0.1409
H 4.0918 1.6198 6.2554 0.0486
H 2.2306 6.5427 -0.6043 0.0408
H 5.0797 0.7584 1.9915 0.0169
C -3.5321 3.5219 0.5154 0.0104
H -4.8705 -5.9363 -4.9551 0.1217
H -2.4684 -5.8421 -5.5116 0.1209
H 0.2610 -3.1970 -2.8637 0.0719
Te 2.2004 1.5615 0.7674 1.3090
H 3.0931 3.1658 -3.2220 0.0376
H -1.1119 -3.1538 5.2283 0.1236
H -4.0987 0.8590 -1.2673 0.0482
Ge 0.4833 -0.9192 -1.4884 0.7910
C 2.6438 -2.9387 -1.2264 -0.1431
H -2.3495 2.3793 -0.8720 0.1137
H -3.2105 3.2144 3.8729 0.1301
H 2.6875 -3.0148 -2.3125 0.0787
C 2.5468 5.9593 -1.4705 -0.1640
H -4.3178 -0.9182 -3.7799 0.0771
H 4.7473 3.4633 -2.7156 0.0477
H 1.9221 -3.6731 -0.8622 0.0640
H 4.2541 4.9429 1.2125 0.0405
H 2.9311 3.4139 2.5187 0.0127
H 1.1490 -1.0967 -4.5182 0.0744
H 3.8612 2.1148 -2.0148 0.0134
H -4.0515 4.0724 -0.2566 0.1363
C 0.8350 0.3901 -2.9591 -0.3530
Si 3.1796 4.2704 -0.9653 0.4601
H -0.9797 -4.2801 -4.3527 0.1142
H 5.7934 0.4195 3.5683 0.0474
C 3.5357 2.2092 5.5239 -0.1582
H 2.5276 2.3621 5.9135 0.0371
C 0.2214 -2.9063 1.6807 -0.1107
H 0.2445 -5.0333 4.2913 0.1406
H 5.4319 4.7311 -0.0660 0.0518
C -3.0656 3.0474 2.8143 -0.0387
H -5.7940 -4.4495 -3.2076 0.1192
C 2.2949 -1.5177 -0.7907 -0.4099
C -4.7379 -2.2354 0.5068 -0.1259
C -4.2204 -5.2525 -4.4268 -0.0389
H 1.7054 5.8915 -2.1618 0.0387
H 0.5418 -2.8083 0.6493 0.0708
Si 3.5198 1.3676 3.8560 0.4470
H 1.8006 -0.3019 4.6272 0.0228
H -5.2081 0.5760 -3.5165 0.0907
H 1.3585 1.2590 -2.5521 0.0220
Se -0.9238 1.2464 3.6074 0.7392
C -3.7972 3.7466 1.8591 0.0239
H 4.7589 3.3091 0.7164 0.0049
C -4.7333 -0.2663 -3.0129 -0.1372
Ge -2.5538 -1.1691 -1.2042 1.0911
H -4.2888 -2.9108 -1.9906 0.0579
C -4.7384 -4.4221 -3.4433 -0.0451
H 2.3565 -1.4302 0.2974 0.0001
H 0.9679 3.0609 -1.0944 -0.0041
H 1.4450 2.6750 3.1106 -0.0360
H -3.3299 -0.7411 1.1982 0.0258
C -2.1273 2.1386 2.3748 -0.6144
C 4.5172 4.3140 0.3599 -0.1786
C -3.3233 -1.6616 0.6019 -0.3559
H -2.6603 -2.3836 1.0735 0.0439
C -3.6521 0.2732 -2.0727 -0.3373
Sc -0.4245 0.0697 0.9329 0.6871
H 1.0563 -4.8527 1.9275 0.1342
C -3.8931 -3.5591 -2.7721 -0.0735
H -5.5068 -0.8114 -2.4731 0.0713
H -0.1169 0.7251 -3.3747 0.0625
H 4.0206 3.1852 5.4600 0.0465
H -2.9627 0.9121 -2.6290 0.0582
C 1.6848 -0.2743 -4.0436 -0.1407
C 0.0267 -4.1575 3.6942 0.0228
H 3.0146 -0.8095 -1.2076 0.0513
C -0.9522 -1.9969 3.4376 -0.6341
C -0.3440 -2.4788 -2.3163 -0.2522
C 0.4924 -4.0548 2.3897 0.0098
H -5.1289 -2.3810 1.5144 0.0913
N -0.4724 -1.8654 2.1903 -0.0879
```



No. 4
This record from OMol25 describes a molecular structure, C34H57F3InN2O2Si in a non-equilibrium geometry. The level of theory is wB97M-V/def2-TZVPD.

Its net charge is +1. The largest force on an atom comes out at 1.64 eV/Å. The HOMO-LUMO gap is 8.16 eV. Its HOMO energy is -0.3717 hartree. Its LUMO energy is -1.96 eV.

Geometry as XYZ:
```
100
Properties=species:S:1:pos:R:3:lowdin_charge:R:1
H -1.8513 0.4772 -0.5423 -0.0319
H -1.6047 0.5885 -6.5181 0.0808
H 2.2350 1.3723 3.9731 0.0763
C 1.3376 -4.3204 1.4853 0.0013
H -0.6513 -0.9334 5.5802 0.0976
C 1.1522 1.1426 -5.4308 -0.0514
H -2.7571 4.5512 -0.2579 0.1026
H 0.3129 3.3087 5.7935 0.1166
H -0.7771 4.9979 -3.3798 0.0875
H 1.0962 -4.5220 0.4280 0.0806
H -0.7223 -3.7451 -1.4377 0.0237
C 0.1564 1.6145 4.5003 -0.2125
C 3.8009 -1.5703 3.0470 -0.0277
C -2.4903 -2.9447 0.9381 -0.1599
C -1.0532 -1.6120 4.8150 0.0075
C 1.5415 1.1371 4.7931 -0.0302
F 2.8663 1.3661 1.6508 0.0113
H -0.1701 -3.5960 3.4450 0.1091
H -3.4015 -3.5537 0.8170 0.0480
H -1.0921 -2.5950 -2.7509 0.0214
C -0.3316 2.7788 5.0914 -0.0346
H -4.0129 -1.0237 -2.1722 0.0217
H -0.7152 -0.3370 -1.6262 -0.0196
H -4.7110 -2.1913 -1.0052 0.0374
H -1.9568 2.2203 -5.8864 0.0860
H -1.9847 4.1526 5.2666 0.1071
C -2.8952 0.6011 2.4074 -0.0425
C 2.0848 -2.6393 -1.5802 -0.0471
H -0.3637 3.5710 -4.3731 0.0718
C -0.3041 -1.4997 3.5140 -0.3261
H 1.4696 2.1322 -5.0841 0.0751
H 6.1919 -1.7729 1.8144 0.1167
C 1.8427 1.4758 0.7007 -0.5060
H -1.1386 5.0186 -0.7637 0.0873
C -1.6143 3.2398 4.8005 -0.0687
C 4.5348 -2.4358 -1.0981 -0.0464
C -2.4275 2.5266 3.9222 -0.0517
H -2.0076 -0.4672 -4.3772 0.1238
H -2.4633 2.2875 -1.3421 0.1140
In 0.3643 -0.1597 0.8283 0.9402
H 1.8355 -3.7139 -1.5959 0.0872
Si -2.2775 -1.9633 -0.6440 0.4176
H 1.9135 1.6332 5.6987 0.0888
H -2.5122 -0.3893 2.1447 0.0336
F 1.3203 2.7472 0.9149 0.0042
H 6.6269 -2.2527 -0.6051 0.1065
H 0.7282 -4.9903 2.1067 0.0863
H 1.5744 0.0551 4.9687 0.0774
O -0.7025 1.0481 -3.8351 -0.2396
C 4.0686 -1.8600 1.6034 -0.2063
H 3.3901 -2.4419 3.5778 0.0921
C 0.5398 3.5766 -2.4109 -0.1207
C -1.2013 -0.4079 -0.6389 -0.3218
C 1.0326 -2.8947 1.8676 -0.3358
H -3.0882 1.1520 1.4733 0.0771
O -0.4685 2.5792 -1.8549 -0.0992
H 2.3975 -4.5681 1.6504 0.1037
H -2.1885 3.5953 -2.5386 0.1236
H 0.1270 -0.6259 -4.7246 0.1312
H -2.3006 -3.8162 -2.2608 0.0431
C -3.9935 -1.3672 -1.1279 -0.1762
C 2.9881 -2.0548 0.7143 -0.2102
C 0.4679 0.3503 -4.3510 -0.2058
C -0.6657 0.9023 3.6027 -0.2073
H 1.4166 2.9581 -2.6119 0.1295
C -2.1942 1.1538 -5.7901 -0.0597
H -3.2479 1.0229 -6.0487 0.0911
H 0.8338 4.8386 -4.0702 0.1051
C 5.3675 -1.9335 1.1139 -0.0387
C -1.9744 1.3548 3.3169 -0.2179
H -4.3125 -0.5335 -0.4835 0.0303
H -0.9641 -2.6381 5.1877 0.0872
H 1.1659 -2.0982 -1.3220 0.0389
C -1.5178 -3.1364 -1.8945 -0.1695
H 2.3575 -2.3584 -2.6080 0.0823
H -2.6230 -2.3362 1.8403 0.0171
N 1.6662 -1.9036 1.2205 -0.0048
H -0.5794 1.8557 -2.6083 0.0957
H -3.4417 2.8615 3.7043 0.1153
H 4.7378 -1.2913 3.5459 0.0870
H -2.7447 0.9961 -3.7019 0.1207
C 3.2180 -2.3489 -0.6454 -0.2141
H 4.7102 -2.6855 -2.1443 0.1118
H -1.3750 3.7188 0.4449 0.0934
H 3.0944 -0.7388 3.1740 0.0556
H 1.1318 0.1730 -3.4945 0.1255
C -1.9762 0.6321 -4.3923 -0.2160
C 5.6038 -2.2074 -0.2303 -0.0697
H -3.8720 0.4545 2.8947 0.1014
C 0.1573 -2.6909 2.9384 -0.0597
C -1.8598 3.1629 -1.5868 -0.1285
H 2.0422 0.5979 -5.7539 0.0944
H 0.4949 1.2583 -6.2975 0.0745
H -1.6495 -3.6302 1.1111 0.0261
N -0.1534 -0.2869 2.9759 0.0133
H -2.1247 -1.3922 4.6828 0.1015
C 0.0085 4.2782 -3.6249 -0.0558
H 0.7434 4.2459 -1.5740 0.1274
C -1.7579 4.1645 -0.4790 -0.0377
F 2.5171 1.5481 -0.5105 0.0084
```